{"formula": "C44H66N22", "method": "wB97M-V/def2-TZVPD", "elements": ["C", "C", "N", "H", "H", "H", "C", "C", "N", "H", "H", "H", "C", "C", "N", "H", "H", "H", "C", "C", "N", "H", "H", "H", "C", "C", "N", "H", "H", "H", "C", "C", "N", "H", "H", "H", "C", "C", "N", "H", "H", "H", "C", "C", "N", "H", "H", "H", "C", "C", "N", "H", "H", "H", "C", "C", "N", "H", "H", "H", "C", "C", "N", "H", "H", "H", "C", "C", "N", "H", "H", "H", "C", "C", "N", "H", "H", "H", "C", "C", "N", "H", "H", "H", "C", "C", "N", "H", "H", "H", "C", "C", "N", "H", "H", "H", "C", "C", "N", "H", "H", "H", "C", "C", "N", "H", "H", "H", "C", "C", "N", "H", "H", "H", "C", "C", "N", "H", "H", "H", "C", "C", "N", "H", "H", "H", "C", "C", "N", "H", "H", "H"], "positions_angstrom": [[4.4579, -0.5508, -0.4442], [5.4427, 0.3448, -0.8442], [6.3092, 1.0307, -1.2129], [3.5402, -0.3748, -1.0224], [4.1767, -0.4968, 0.6355], [4.8729, -1.5431, -0.5216], [4.3271, 3.2104, -2.6185], [3.4256, 2.0900, -2.7267], [2.7380, 1.1504, -2.7167], [3.8575, 3.7532, -1.7669], [4.5284, 3.7306, -3.6079], [5.2418, 2.7891, -2.1951], [1.2010, 2.3861, 2.0109], [1.3046, 2.3739, 3.4545], [1.3022, 2.4505, 4.5958], [1.4519, 3.3563, 1.5288], [0.2085, 1.9604, 1.7444], [1.8493, 1.5368, 1.6682], [-4.8780, 1.7197, -1.9114], [-5.1740, 1.7085, -3.3327], [-5.5386, 1.7920, -4.4223], [-4.7107, 2.7268, -1.4789], [-3.9937, 1.0559, -1.6930], [-5.6943, 1.2335, -1.3544], [0.6909, 6.1297, 3.0878], [-0.6105, 5.4580, 3.1665], [-1.6005, 4.9047, 3.2527], [1.3269, 5.8988, 2.2068], [1.2069, 5.8845, 4.0546], [0.4829, 7.2084, 3.0780], [-2.7862, 1.6862, 3.8889], [-3.7868, 2.2756, 3.0556], [-4.5916, 2.7721, 2.4097], [-2.0386, 2.4038, 4.1357], [-2.3172, 0.8992, 3.2888], [-3.2472, 1.2360, 4.7826], [2.1323, -1.8422, 3.3318], [1.5832, -1.4090, 2.0959], [1.1108, -1.0220, 1.1314], [2.2804, -0.8943, 3.9279], [3.0768, -2.3226, 3.1345], [1.5214, -2.5995, 3.8164], [-0.1808, 1.3977, -1.3076], [-1.1245, 0.7080, -2.2324], [-1.8062, 0.0304, -2.8360], [0.8865, 1.1685, -1.5881], [-0.3409, 0.8941, -0.3550], [-0.3175, 2.4746, -1.2664], [1.5902, 5.6552, -4.3101], [1.6101, 5.6209, -2.8669], [1.5777, 5.6807, -1.7114], [1.8613, 6.6140, -4.6955], [0.6629, 5.2296, -4.6950], [2.3618, 4.9890, -4.6989], [-1.9932, -3.9277, 1.7116], [-3.1157, -3.5905, 2.5630], [-4.0530, -3.3318, 3.1759], [-1.4040, -4.6827, 2.1967], [-1.3745, -3.0549, 1.5537], [-2.4128, -4.2825, 0.7716], [3.9937, 0.6660, 5.8263], [4.4655, 0.4918, 4.4620], [4.8830, 0.3902, 3.4020], [4.1252, 1.7788, 6.0507], [4.5876, 0.1288, 6.5617], [2.9651, 0.4822, 5.8242], [-3.6574, 5.0500, 0.4670], [-2.9596, 4.5105, -0.7143], [-2.2555, 4.0440, -1.4957], [-3.4590, 6.1124, 0.5966], [-3.1845, 4.4751, 1.2940], [-4.7381, 4.8921, 0.4744], [0.7461, -3.7604, -0.9569], [1.1273, -4.4494, 0.1846], [1.6234, -4.9067, 1.1107], [1.4086, -3.8677, -1.8067], [0.7348, -2.7192, -0.7245], [-0.2292, -4.0503, -1.2797], [-2.1328, 2.6045, -5.5849], [-0.8346, 2.6145, -4.9649], [0.2365, 2.6291, -4.5397], [-2.1067, 3.0349, -6.5930], [-2.8258, 3.1586, -4.9561], [-2.5088, 1.5764, -5.5730], [-4.1365, -2.3716, -3.2745], [-4.2645, -2.9394, -1.9710], [-4.2653, -3.2932, -0.8696], [-4.1514, -3.2069, -3.9628], [-3.2049, -1.8821, -3.4052], [-4.9714, -1.7224, -3.5243], [4.7147, -6.2591, 1.7269], [4.6494, -4.7899, 1.5241], [4.5371, -3.6644, 1.3404], [3.8309, -6.5956, 2.3287], [5.6467, -6.5030, 2.1389], [4.5845, -6.7561, 0.7582], [-2.7897, -2.0279, 6.1270], [-1.7046, -1.8124, 5.1708], [-0.8240, -1.6352, 4.4837], [-3.0107, -3.1065, 6.4027], [-3.7398, -1.7031, 5.7033], [-2.5316, -1.4822, 7.0500], [1.2893, -5.8490, -4.7181], [0.1657, -5.0556, -4.3728], [-0.7518, -4.3892, -4.1171], [2.0683, -5.9000, -3.9649], [1.6847, -5.3822, -5.6372], [0.9286, -6.8769, -4.8973], [-5.3177, -5.9370, 0.0509], [-3.8520, -6.2389, -0.1062], [-2.7194, -6.4556, -0.2182], [-5.6815, -6.8350, 0.5113], [-5.7830, -5.5766, -0.8525], [-5.4137, -5.2126, 0.8260], [-4.6656, -0.7516, 1.0574], [-3.3590, -0.1578, 0.9499], [-2.3541, 0.3621, 0.8198], [-5.4491, -0.0723, 1.4122], [-4.6505, -1.6509, 1.6264], [-5.0256, -1.0071, 0.0393], [1.2257, -0.5791, -5.2617], [1.9440, -1.8248, -5.0824], [2.4991, -2.8225, -4.8932], [1.6247, -0.1692, -6.1500], [1.4330, 0.0729, -4.4359], [0.1376, -0.7462, -5.3228], [6.1916, 3.4977, 1.3671], [4.8652, 4.0921, 1.6245], [3.8994, 4.5950, 1.9820], [6.4938, 2.9279, 2.2657], [6.9647, 4.2686, 1.2072], [6.1261, 2.8441, 0.4559]], "lowdin_charge": [-0.084, -0.290, 0.139, 0.061, 0.076, 0.071, -0.065, -0.251, 0.156, 0.084, 0.110, 0.032, -0.078, -0.306, 0.141, 0.072, 0.072, 0.069, -0.079, -0.289, 0.126, 0.062, 0.059, 0.080, -0.069, -0.268, 0.159, 0.069, 0.099, 0.079, -0.070, -0.304, 0.154, 0.045, 0.050, 0.091, -0.087, -0.302, 0.178, 0.075, 0.050, 0.065, -0.093, -0.275, 0.153, 0.040, 0.001, 0.039, -0.080, -0.289, 0.129, 0.074, 0.062, 0.071, -0.070, -0.281, 0.140, 0.078, 0.068, 0.023, -0.070, -0.300, 0.152, 0.115, 0.083, 0.033, -0.083, -0.263, 0.149, 0.078, 0.031, 0.070, -0.070, -0.297, 0.165, 0.083, 0.053, 0.065, -0.064, -0.273, 0.170, 0.091, 0.071, 0.080, -0.060, -0.223, 0.179, 0.085, 0.029, 0.086, -0.067, -0.277, 0.144, 0.093, 0.049, 0.083, -0.080, -0.280, 0.177, 0.105, 0.066, 0.084, -0.096, -0.323, 0.139, 0.081, 0.083, 0.093, -0.073, -0.274, 0.126, 0.069, 0.067, 0.048, -0.071, -0.269, 0.195, 0.087, 0.019, 0.064, -0.076, -0.261, 0.135, 0.067, 0.015, 0.090, -0.066, -0.267, 0.140, 0.080, 0.085, 0.050], "energy_ev": -79474.759, "de_lowest_kcal_mol": 0.0}